# 1
Molecular formula: C28H58B3F12N7O5
Method: DFT, ωB97M-V/def2-TZVPD

Results
2S+1 = 2
orbital gap (spin up / spin down) = 0.296 / 0.117 Ha
maximum force = 6.668 eV Å⁻¹
total charge = +5
highest occupied orbital energy (spin up / spin down) = -0.7488 / -0.7488 Ha

Structure (XYZ):
```
113
C28H58B3F12N7O5 | OMol25 | ωB97M-V/def2-TZVPD
C -9.48 4.50 22.40
C -9.66 3.02 22.41
O -8.91 2.28 21.79
N -11.02 2.33 22.99
H -10.94 2.45 23.99
H -11.79 2.87 22.61
C -11.18 0.87 22.55
H -9.30 4.69 23.46
H -10.40 4.99 22.07
H -8.67 4.96 21.84
H -10.49 0.16 23.00
H -11.06 0.82 21.47
H -12.16 0.69 23.00
C -9.54 -5.82 20.90
C -9.34 -4.81 21.97
O -9.20 -5.00 23.21
N -9.01 -3.41 21.46
H -8.16 -3.41 20.92
H -9.71 -3.05 20.81
C -8.67 -2.30 22.48
H -9.38 -6.78 21.39
H -8.68 -5.71 20.24
H -10.49 -5.70 20.38
H -9.32 -2.27 23.35
H -8.33 -1.46 21.87
H -7.72 -2.66 22.87
C -14.91 -5.40 21.99
C -13.75 -4.71 22.58
O -12.81 -5.26 23.04
N -13.84 -3.21 22.76
H -13.02 -2.68 22.50
H -14.39 -2.78 22.03
C -14.31 -2.89 24.17
H -15.38 -4.94 21.12
H -15.63 -5.49 22.80
H -14.59 -6.40 21.70
H -14.65 -1.87 24.36
H -13.51 -3.20 24.85
H -15.11 -3.60 24.36
C -14.60 -7.36 15.55
C -13.53 -6.35 15.62
O -12.95 -6.03 14.56
N -12.74 -5.89 16.90
H -12.93 -6.49 17.69
H -11.77 -5.89 16.65
C -13.08 -4.39 17.16
H -15.15 -7.23 14.62
H -15.28 -7.38 16.41
H -14.25 -8.39 15.52
H -13.30 -3.89 16.21
H -12.27 -3.92 17.73
H -13.97 -4.23 17.77
C -0.64 0.04 16.65
N -2.11 0.01 16.72
C -2.64 -0.83 17.63
C -3.98 -0.81 17.80
C -4.75 0.00 17.04
C -4.05 1.02 16.27
C -2.73 0.89 15.92
C -6.24 0.01 17.09
C -6.85 -1.27 17.12
C -8.25 -1.34 17.22
N -8.99 -0.19 17.46
C -8.41 1.05 17.45
C -7.07 1.14 17.27
C -10.46 -0.21 17.49
H -0.29 -0.76 17.30
H -0.44 1.01 17.11
H -0.34 0.01 15.60
H -1.93 -1.39 18.23
H -4.42 -1.39 18.59
H -4.68 1.81 15.89
H -2.21 1.71 15.46
H -6.33 -2.20 16.93
H -8.75 -2.29 17.16
H -9.02 1.93 17.56
H -6.58 2.09 17.17
H -10.77 0.30 16.58
H -10.68 0.28 18.44
H -10.91 -1.20 17.40
C -15.34 1.21 19.65
C -15.89 0.55 18.44
C -16.40 1.56 17.40
O -16.79 0.89 16.19
C -18.08 0.16 16.35
N -14.77 -0.23 17.72
H -15.20 -0.62 16.90
H -14.08 0.36 17.26
H -14.33 -0.95 18.27
H -16.11 1.36 20.40
H -15.11 2.26 19.46
H -14.46 0.85 20.17
H -16.55 -0.30 18.62
H -15.63 2.25 17.04
H -17.21 2.19 17.77
H -17.97 -0.65 17.07
H -18.45 -0.36 15.47
H -18.93 0.73 16.72
B -16.43 -1.76 21.33
F -16.10 -1.09 22.50
F -16.80 -3.02 21.68
F -17.43 -1.04 20.70
F -15.34 -1.78 20.49
B -11.94 -1.95 20.26
F -10.61 -1.91 19.90
F -12.81 -1.40 19.28
F -12.26 -3.30 20.32
F -12.15 -1.38 21.54
B -9.67 -4.73 16.86
F -10.50 -4.36 15.81
F -10.06 -6.00 17.24
F -8.31 -4.65 16.59
F -9.97 -4.03 18.03
```

---

# 2
Molecular formula: C14H19BrCl2CsN3NaS2
Method: DFT, ωB97M-V/def2-TZVPD

Results
orbital gap = 0.222 Ha
maximum force = 8.141 eV Å⁻¹
total charge = +1
highest occupied orbital energy = -0.3403 Ha

Structure (XYZ):
```
43
C14H19BrCl2CsN3NaS2 | OMol25 | ωB97M-V/def2-TZVPD
C 5.14 1.40 -2.38
C 4.82 1.04 -3.91
S 3.99 -0.60 -4.19
C 2.71 -0.97 -2.90
C 1.28 -0.28 -3.16
C 0.03 -1.23 -3.25
C -1.45 -0.75 -3.46
C -1.78 0.77 -3.61
C -0.54 1.75 -3.53
N -0.66 3.19 -3.61
S 0.96 3.75 -3.43
N 1.94 2.33 -3.24
C 0.97 1.26 -3.31
H 4.88 2.53 -2.25
H 4.50 0.85 -1.61
H 6.23 1.29 -2.07
H 5.85 0.97 -4.45
H 4.29 1.93 -4.42
H 3.03 -0.74 -1.79
H 2.53 -2.12 -2.95
H 0.21 -2.36 -3.12
H -2.29 -1.52 -3.50
H -2.86 1.10 -3.74
Na 3.59 -2.10 -0.48
C -1.49 -1.55 0.11
Cl -0.53 -2.98 -0.27
Cl -2.48 -1.81 1.55
H -0.82 -0.71 0.29
H -2.14 -1.32 -0.73
Br 2.10 0.65 -0.56
C -3.99 0.54 6.58
C -4.08 0.08 5.13
C -3.48 -1.31 4.91
C -2.02 -1.31 5.29
N -0.85 -1.30 5.59
H -2.95 0.63 6.92
H -4.45 1.52 6.70
H -4.51 -0.16 7.25
H -3.56 0.81 4.50
H -5.13 0.07 4.83
H -3.58 -1.60 3.86
H -4.00 -2.06 5.51
Cs 0.62 0.27 6.90
```

---

# 3
Molecular formula: C7H14
Method: DFT, ωB97M-V/def2-TZVPD

Results
orbital gap = 0.156 Ha
maximum force = 5.931 eV Å⁻¹
total charge = 0
energy relative to the best compared isomer or geometry (same formula, charge and spin) = 890.0 kJ/mol
highest occupied orbital energy = -0.2278 Ha

Structure (XYZ):
```
21
C7H14 | OMol25 | ωB97M-V/def2-TZVPD
C 1.79 -2.81 -0.29
C 1.54 -1.09 0.48
C 1.52 -0.13 -0.53
C 0.33 0.99 -0.66
C -0.41 1.74 0.42
C -1.84 1.85 0.32
C -2.95 2.43 1.02
H 1.49 -3.85 0.10
H 1.18 -2.56 -1.22
H 2.85 -2.78 -0.59
H 2.46 -1.27 1.07
H 0.62 -1.26 1.18
H 2.39 0.42 -0.86
H -1.22 -1.32 -0.33
H 0.77 1.75 -1.25
H -0.42 0.74 -1.36
H -0.01 1.64 1.44
H -1.02 -1.06 -0.99
H -2.26 1.47 -0.62
H -3.94 2.12 0.72
H -2.86 2.97 1.97
```

---

# 4
Molecular formula: C34H57N3O2SeSiZn
Method: DFT, ωB97M-V/def2-TZVPD

Results
orbital gap (spin up / spin down) = 0.181 / 0.175 Ha
maximum force = 2.316 eV Å⁻¹
total charge = 0
highest occupied orbital energy (spin up / spin down) = -0.2559 / -0.2526 Ha

Structure (XYZ):
```
99
C34H57N3O2SeSiZn | OMol25 | ωB97M-V/def2-TZVPD
O -0.93 0.49 -0.99
O 3.63 1.08 -2.13
C -1.20 0.06 -2.39
C -2.37 0.74 -3.06
H -1.37 -1.02 -2.31
H -0.27 0.22 -2.95
H -3.30 0.65 -2.48
H -2.52 0.24 -4.03
H -2.18 1.81 -3.26
C -0.98 1.95 -0.83
C 0.07 2.64 -1.68
H -0.83 2.14 0.24
H -2.01 2.28 -1.09
H 1.03 2.11 -1.68
H 0.23 3.65 -1.31
H -0.28 2.73 -2.72
C 4.72 1.26 -1.19
C 3.94 1.55 -3.46
C 4.44 2.38 -0.20
H 5.67 1.47 -1.73
H 4.82 0.30 -0.66
H 4.28 3.33 -0.73
H 5.30 2.48 0.46
H 3.55 2.16 0.40
C 4.22 3.04 -3.55
H 3.05 1.29 -4.06
H 4.80 1.00 -3.87
H 3.47 3.64 -3.03
H 4.22 3.33 -4.61
H 5.21 3.28 -3.14
H 2.43 -0.63 -1.72
N -3.41 0.20 1.30
C -3.87 -0.77 2.32
C -2.98 -0.74 3.52
C -1.62 -0.88 3.48
C -5.29 -0.52 2.79
H -6.01 -0.53 1.96
H -5.36 0.45 3.31
H -5.58 -1.30 3.50
C -0.93 -1.18 4.79
H -0.12 -0.47 5.02
H -0.52 -2.20 4.80
H -1.67 -1.12 5.60
N -0.88 -0.77 2.36
C -4.18 1.22 0.80
C -5.01 1.02 -0.35
C -5.22 -0.36 -0.90
C -5.66 2.09 -0.94
H -6.27 1.91 -1.83
C -5.54 3.37 -0.41
H -6.03 4.21 -0.90
C -4.80 3.58 0.75
H -4.74 4.57 1.20
C -4.13 2.54 1.37
C -3.37 2.80 2.63
C 0.52 -0.89 2.38
C 1.12 -2.15 2.12
C 0.26 -3.34 1.79
C 2.50 -2.26 2.24
H 2.96 -3.24 2.12
C 3.29 -1.14 2.54
H 4.37 -1.24 2.64
C 2.69 0.11 2.72
H 3.28 0.99 2.98
C 1.31 0.25 2.65
C 0.68 1.59 2.87
Zn -1.69 -0.69 0.50
H -5.53 -0.28 -1.94
H -6.00 -0.90 -0.34
H -4.31 -0.96 -0.82
H -2.70 1.97 2.87
H -4.06 2.94 3.48
H -2.78 3.72 2.55
H 0.82 -4.08 1.21
H -0.64 -3.08 1.20
H -0.11 -3.81 2.70
H -0.14 1.55 3.61
H 0.27 2.03 1.95
H 1.44 2.28 3.24
H -3.45 -0.66 4.50
C 2.58 -1.65 -1.28
Si 3.59 -2.89 -2.33
H 3.13 -1.49 -0.35
H 1.60 -2.06 -1.04
C 3.08 -2.75 -4.14
C 3.34 -4.68 -1.76
C 5.48 -2.62 -2.29
H 5.97 -3.29 -3.02
H 5.90 -2.84 -1.30
H 5.73 -1.58 -2.56
H 2.06 -3.15 -4.27
H 3.76 -3.31 -4.79
H 3.09 -1.69 -4.44
H 2.27 -4.88 -1.55
H 3.92 -4.90 -0.85
H 3.67 -5.38 -2.54
Se -4.53 -3.77 1.92
C -3.63 -2.15 1.64
N -2.76 -2.37 0.76
```

---

# 5
Molecular formula: C2H2Cl2N2O3
Method: DFT, ωB97M-V/def2-TZVPD

Results
orbital gap (spin up / spin down) = 0.355 / 0.355 Ha
SMILES = [O-][N+](O)=C(Cl)Cl.N=C=O
maximum force = 2.920 eV Å⁻¹
total charge = 0
energy relative to the best compared isomer or geometry (same formula, charge and spin) = 64.2 kJ/mol
highest occupied orbital energy (spin up / spin down) = -0.3404 / -0.3404 Ha

Structure (XYZ):
```
11
C2H2Cl2N2O3 | OMol25 | ωB97M-V/def2-TZVPD
O 0.03 0.79 0.87
N -0.58 -0.29 0.86
O -2.03 -0.30 0.48
C -0.09 -1.45 1.16
Cl 1.43 -1.33 1.94
Cl -0.93 -2.93 1.18
H -2.48 0.50 0.75
N 0.65 1.28 -2.37
C 1.52 1.04 -1.56
O 2.20 0.47 -0.82
H 0.28 2.21 -2.48
```

---

# 6
Molecular formula: C3H9NO2
Method: DFT, ωB97M-V/def2-TZVPD

Results
orbital gap = 0.397 Ha
SMILES = NC=O.CCO
maximum force = 1.942 eV Å⁻¹
total charge = 0
energy relative to the best compared isomer or geometry (same formula, charge and spin) = 134.6 kJ/mol
highest occupied orbital energy = -0.3681 Ha

Structure (XYZ):
```
15
C3H9NO2 | OMol25 | ωB97M-V/def2-TZVPD
N 0.14 -3.19 1.78
C 0.87 -2.66 0.76
O 0.39 -2.33 -0.30
H -0.82 -3.26 1.46
H 0.33 -3.01 2.75
H 1.89 -2.32 1.02
C 0.35 2.05 -0.31
C -0.43 1.53 -1.48
O -1.77 2.05 -1.49
H 0.02 1.71 0.67
H 0.19 3.13 -0.22
H 1.43 1.91 -0.30
H 0.04 1.82 -2.41
H -0.60 0.46 -1.34
H -2.06 2.11 -0.58
```

---

# 7
Molecular formula: C42H35ClGeNO6PS5Sn
Method: DFT, ωB97M-V/def2-TZVPD

Results
orbital gap = 0.209 Ha
maximum force = 1.467 eV Å⁻¹
total charge = 0
energy relative to the best compared isomer or geometry (same formula, charge and spin) = 18.1 kJ/mol
highest occupied orbital energy = -0.3117 Ha

Structure (XYZ):
```
93
C42H35ClGeNO6PS5Sn | OMol25 | ωB97M-V/def2-TZVPD
Sn 0.72 -0.23 1.19
S -4.91 0.00 6.80
C -3.78 -0.38 5.71
S -4.11 -0.48 3.99
C -2.50 -0.88 3.45
C -1.53 -1.06 4.51
S 0.00 -1.59 4.32
S -2.12 -0.72 6.12
S -2.22 -1.07 1.84
N 2.94 -0.88 1.36
C 3.57 -2.19 1.30
C 4.95 -2.32 1.33
C 5.54 -3.57 1.36
C 4.75 -4.71 1.33
C 3.37 -4.59 1.25
C 2.77 -3.33 1.24
P 0.97 -3.08 1.16
C 0.44 -4.05 -0.29
C 0.29 -5.43 -0.27
C -0.08 -6.11 -1.42
C -0.32 -5.41 -2.59
C -0.18 -4.03 -2.62
C 0.20 -3.35 -1.47
C 0.34 -4.05 2.57
C -0.98 -4.51 2.54
C -1.51 -5.17 3.64
C -0.74 -5.35 4.78
C 0.56 -4.87 4.83
C 1.10 -4.22 3.73
H 3.09 -0.46 2.28
H 3.36 -0.25 0.68
H 5.57 -1.43 1.35
H 6.62 -3.66 1.41
H 5.20 -5.69 1.36
H 2.76 -5.48 1.19
H 0.43 -5.98 0.66
H -0.19 -7.19 -1.39
H -0.61 -5.94 -3.49
H -0.37 -3.48 -3.53
H 0.31 -2.27 -1.49
H -1.59 -4.35 1.66
H -2.53 -5.53 3.61
H -1.15 -5.87 5.64
H 1.15 -4.99 5.72
H 2.11 -3.82 3.77
O 2.36 1.93 1.86
Cl 1.88 1.87 3.23
O 2.36 2.97 3.97
O 0.44 1.85 3.20
O 2.34 0.62 3.77
O 1.69 0.13 -3.06
C 1.51 0.51 -1.92
O 1.09 -0.27 -0.96
C 1.80 1.97 -1.53
C 0.63 2.67 -0.83
Ge -0.81 3.42 -1.97
C -2.23 3.84 -0.68
C -2.73 5.14 -0.54
C -3.72 5.42 0.39
C -4.23 4.41 1.19
C -3.72 3.12 1.08
C -2.73 2.84 0.15
C -0.07 5.01 -2.86
C -0.80 5.68 -3.84
C -0.27 6.79 -4.49
C 1.00 7.23 -4.17
C 1.74 6.57 -3.20
C 1.20 5.47 -2.55
C -1.46 2.11 -3.28
C -0.64 1.71 -4.33
C -1.07 0.77 -5.25
C -2.34 0.22 -5.13
C -3.17 0.61 -4.09
C -2.73 1.56 -3.17
H 2.09 2.49 -2.44
H 2.65 1.93 -0.85
H 1.01 3.50 -0.23
H 0.14 2.00 -0.12
H -2.33 5.93 -1.17
H -4.09 6.43 0.49
H -5.01 4.63 1.91
H -4.12 2.33 1.71
H -2.34 1.83 0.08
H -1.80 5.33 -4.10
H -0.85 7.30 -5.24
H 1.42 8.09 -4.68
H 2.74 6.92 -2.95
H 1.79 4.97 -1.79
H 0.36 2.13 -4.43
H -0.42 0.46 -6.05
H -2.68 -0.53 -5.84
H -4.17 0.19 -4.00
H -3.39 1.86 -2.37
```

---

Which of these has the highest total charge? C28H58B3F12N7O5